Formula: C25H26N9O2PbS2
Source: OMol25
Level of theory: ωB97M-V/def2-TZVPD

Computed properties:
Frontier orbital gap   5.03 eV
ΔE to the lowest compared entry with this formula, charge and spin   21.2 kcal/mol
Spin multiplicity   1
HOMO level   -10.67 eV
Charge   +1

The geometry in XYZ format:
```
65
Properties=species:S:1:pos:R:3:forces:R:3:nbo_charge:R:1
Pb 0.302129 0.145956 -0.452474 0.3 -0.4 0.6 1.5909
O -3.808039 -1.057615 3.507927 0.2 0.0 0.1 -0.6747
C -4.497271 -1.211046 2.373217 0.0 0.0 -0.3 0.4532
C -5.808509 -1.674064 2.501147 -0.1 0.1 0.0 -0.2988
C -6.601774 -1.857576 1.391321 0.1 0.0 0.0 -0.1394
C -6.108120 -1.593874 0.113605 -0.1 0.0 -0.1 -0.2622
C -4.815978 -1.152086 -0.029089 0.1 0.0 0.1 -0.1296
C -3.978889 -0.957510 1.081740 -0.1 -0.1 -0.1 -0.2826
C -2.622039 -0.470483 0.819895 0.7 0.3 1.0 0.6411
O -2.138376 -0.441116 -0.334878 1.0 0.2 -1.1 -0.6778
N -1.928694 -0.045364 1.907913 -1.5 -0.5 1.0 -0.4686
N -0.776792 0.525474 1.736804 1.4 0.1 -1.8 -0.2137
C -0.139923 1.185890 2.625328 -0.5 -0.1 0.3 0.0675
C 1.121189 1.840778 2.324203 0.4 0.2 0.0 0.1281
C 1.711029 2.708120 3.237475 0.0 0.0 0.0 -0.1993
C 2.877293 3.361565 2.876691 0.0 0.0 -0.1 -0.1199
C 3.434008 3.109033 1.632320 0.0 -0.1 0.1 -0.2083
C 2.800618 2.201867 0.800604 0.1 0.0 0.0 0.0634
N 1.665981 1.597789 1.133085 -0.1 0.1 0.0 -0.4834
H -2.933961 -0.674985 3.287500 -0.1 0.1 -0.1 0.5013
H -6.186830 -1.858983 3.496924 0.0 0.0 0.0 0.2346
H -7.618352 -2.205180 1.517445 0.0 0.0 0.0 0.2243
H -6.740631 -1.719140 -0.753795 0.0 0.0 0.0 0.2217
H -4.410960 -0.931042 -1.007433 0.0 0.0 0.0 0.2192
H -0.557942 1.316378 3.619872 -0.1 0.0 -0.1 0.2166
H 1.252477 2.876125 4.202356 0.0 0.0 0.0 0.2371
H 3.341408 4.070649 3.547423 0.0 0.0 0.0 0.2434
H 4.339280 3.602934 1.313177 0.0 0.0 0.0 0.2495
H 3.217342 1.946035 -0.167527 0.0 0.1 0.0 0.2129
S 2.799555 -0.940082 -0.400305 -0.4 0.5 0.0 -0.0513
C 1.951728 -2.421138 -0.120392 0.0 0.0 0.0 0.0410
C 2.588257 -3.664718 -0.124477 -0.1 0.0 0.1 -0.2495
C 1.832707 -4.791753 0.139278 0.0 0.1 0.0 -0.1175
C 0.472504 -4.668870 0.407649 0.0 0.1 0.0 -0.2653
C -0.081738 -3.405059 0.383632 -0.2 -0.2 0.0 0.0670
N 0.641520 -2.318363 0.121826 -0.4 0.3 0.0 -0.5100
H 3.648056 -3.721019 -0.322411 0.0 -0.1 0.0 0.2407
H 2.302872 -5.765956 0.130040 0.0 0.0 0.0 0.2361
H -0.139762 -5.531079 0.624344 0.0 0.0 0.0 0.2414
H -1.135979 -3.238770 0.571904 0.0 0.0 0.0 0.2203
N 0.195347 2.130300 -1.486550 -0.2 -0.6 -0.2 -0.7521
C 0.331036 3.219571 -1.024391 0.3 0.1 0.3 0.6738
N 0.383123 4.379385 -0.600593 -0.7 -0.1 -0.2 -0.5917
C 1.325572 5.103142 -0.049773 0.5 0.1 0.2 0.4275
N 2.110864 5.760930 0.485451 -0.1 0.0 -0.1 -0.3860
C 2.720583 1.345240 -5.214242 -0.1 -0.1 0.0 -0.6201
C 2.127353 -0.010263 -5.577210 0.2 0.2 0.2 -0.2199
N 0.668639 -0.019983 -5.460733 -0.1 0.0 0.0 -0.5604
C -0.000422 -0.263729 -4.340866 -0.4 0.0 0.1 0.3709
S 0.826835 -0.888245 -2.964052 0.0 0.1 0.3 -0.1679
N -1.318570 -0.088364 -4.289952 0.0 0.1 -0.1 -0.5551
C -2.190277 0.156749 -5.435084 0.0 -0.1 -0.2 -0.2279
C -2.445839 -1.113360 -6.242411 0.0 0.1 0.0 -0.6220
H 3.803545 1.305961 -5.324353 0.0 0.0 0.0 0.2305
H 2.487217 1.608633 -4.182488 0.0 0.0 0.0 0.2198
H 2.334972 2.126506 -5.869666 0.0 0.0 0.0 0.2125
H 2.522076 -0.779793 -4.918610 0.0 -0.1 -0.1 0.2283
H 2.381666 -0.270796 -6.603757 -0.1 -0.1 0.0 0.2160
H 0.162325 0.386057 -6.233097 -0.1 -0.1 0.0 0.4085
H -1.756843 -0.347480 -3.420830 0.0 -0.1 0.0 0.4267
H -1.755630 0.933542 -6.067780 -0.1 0.1 0.1 0.1943
H -3.129019 0.548186 -5.048878 0.1 0.1 0.0 0.2295
H -1.517041 -1.537653 -6.623909 0.0 0.0 0.0 0.2118
H -3.093266 -0.894169 -7.090255 0.0 0.0 0.0 0.2330
H -2.935255 -1.863527 -5.622577 0.0 0.0 0.0 0.2210
```
Forces are in eV/Å.

Formula: C25H27BClF2MnN4O6
Source: OMol25
Level of theory: ωB97M-V/def2-TZVPD

Computed properties:
Frontier orbital gap (alpha / beta)   6.21 / 5.47 eV
ΔE to the lowest compared entry with this formula, charge and spin   24.7 kcal/mol
Spin multiplicity   2
HOMO level (alpha / beta)   -3.87 / -3.13 eV
Charge   -1

The geometry in XYZ format:
```
67
Properties=species:S:1:pos:R:3:forces:R:3:nbo_charge:R:1
Mn 0.270650 0.953133 -0.188493 -0.2 1.1 -0.7 0.6974
O -4.063043 0.853601 0.638557 0.4 0.0 0.1 -0.7032
C -4.472290 1.516469 -0.458917 0.1 0.1 -0.2 0.3384
C -5.843193 1.695009 -0.641420 -0.1 0.0 0.0 -0.2914
C -6.321169 2.364132 -1.752471 0.0 0.0 0.0 -0.1933
C -5.437638 2.867090 -2.701973 -0.1 0.0 -0.1 -0.2792
C -4.077290 2.693851 -2.524361 0.0 0.0 0.1 -0.1591
C -3.565830 2.024668 -1.412612 -0.2 0.0 0.0 -0.1357
C -2.101191 1.847702 -1.254655 0.5 0.0 0.1 0.5460
O -1.676286 1.198720 -0.213008 -0.9 -0.3 0.0 -0.7599
N -1.305303 2.327060 -2.174148 -0.3 0.1 -0.2 -0.4438
N 0.000792 2.001227 -1.884106 0.3 0.3 0.7 -0.2821
C 0.912645 2.422538 -2.681792 -0.3 -0.1 -0.1 0.0924
C 2.309875 2.069551 -2.568886 0.3 0.0 0.1 -0.2206
C 3.191285 2.556937 -3.544229 -0.1 0.0 0.1 -0.1532
C 4.538238 2.261152 -3.540394 0.0 0.0 -0.1 -0.3100
C 5.046395 1.449932 -2.522527 -0.1 0.0 0.1 -0.2142
C 4.214013 0.952109 -1.544293 0.2 0.0 -0.1 -0.2553
C 2.827750 1.229875 -1.529938 -0.4 0.2 -0.1 0.3809
O 2.086388 0.706940 -0.608180 0.7 -0.7 0.0 -0.7360
H -3.061809 0.892901 0.597756 -0.2 0.0 0.0 0.5154
H -6.518075 1.302350 0.108544 0.0 0.0 0.0 0.2110
H -7.389230 2.499046 -1.875451 0.0 0.0 0.0 0.1984
H -5.812693 3.392069 -3.571450 0.0 0.0 0.0 0.2006
H -3.363108 3.072691 -3.243229 0.0 0.0 0.0 0.2341
H 0.598774 3.058276 -3.510747 0.1 -0.1 -0.1 0.1696
H 2.781965 3.191246 -4.324754 0.0 0.0 0.0 0.1935
H 5.187413 2.653512 -4.313136 0.0 0.0 0.0 0.1958
H 6.103809 1.211247 -2.495770 0.0 0.0 0.0 0.1939
H 4.606861 0.334200 -0.745657 -0.1 0.0 0.0 0.1999
N 1.511887 -3.827529 -1.173160 -0.1 0.0 0.3 -0.8615
C 0.895818 -3.308084 -2.408617 0.0 0.0 0.1 -0.2338
C 0.983533 -1.768776 -2.448090 -0.1 -0.1 0.0 -0.2472
N -0.279237 -1.048877 -2.413188 0.0 -0.1 0.0 -0.8277
H 1.545307 -4.841241 -1.187215 0.0 0.0 0.0 0.3593
H 0.635695 -3.195512 0.644550 -0.5 0.1 0.2 0.5298
H 2.467347 -3.496089 -1.097576 0.0 0.0 0.0 0.3675
H -0.152495 -3.614817 -2.401279 0.0 0.0 0.0 0.1837
H 1.352834 -3.741900 -3.305183 0.0 0.0 0.0 0.1643
H 1.526832 -1.447488 -3.337315 0.0 0.0 0.0 0.1984
H 1.569835 -1.435758 -1.588861 0.1 0.0 0.0 0.2187
H -0.894722 -1.406265 -1.694198 0.0 0.1 0.0 0.3569
H -0.770107 -1.073908 -3.296873 0.0 0.0 0.0 0.3602
C -0.742725 -2.686928 5.328084 0.0 0.0 0.0 -0.6343
C 0.398184 -1.856317 4.807001 -0.1 0.0 0.0 -0.0687
C 1.691069 -2.048395 5.280862 0.0 0.0 0.0 -0.2349
C 2.739878 -1.293677 4.784577 -0.1 0.0 0.0 -0.0238
Cl 4.346021 -1.565051 5.408070 0.0 0.0 0.0 -0.0279
C 2.535642 -0.330259 3.812483 0.0 0.0 0.0 -0.2344
C 1.250574 -0.126842 3.337146 0.0 0.0 0.0 -0.2342
C 0.196582 -0.880974 3.832493 0.2 0.0 0.0 0.3236
O -1.069221 -0.607571 3.351843 -0.2 -0.1 -0.1 -0.5113
C -1.563216 -1.505127 2.362461 0.2 0.1 0.2 -0.1619
C -0.487851 -1.803235 1.333353 0.2 0.4 -0.1 0.7905
O -0.047461 -3.051035 1.367347 0.3 -0.3 -0.6 -0.6876
O -0.038145 -0.966720 0.577502 0.2 -0.5 0.5 -0.6195
H -0.531905 -3.042250 6.336285 0.0 0.0 0.0 0.2138
H -0.901533 -3.560901 4.691724 0.0 0.0 0.0 0.2179
H -1.666309 -2.109135 5.345322 0.0 0.0 0.0 0.2291
H 1.876629 -2.792276 6.045437 0.0 0.0 0.0 0.2143
H 3.361045 0.253614 3.429978 0.0 0.0 0.0 0.2379
H 1.047701 0.610976 2.566212 0.0 0.0 0.0 0.2634
H -2.389115 -0.979022 1.887038 0.0 -0.1 -0.1 0.2356
H -1.911429 -2.443024 2.800608 0.0 0.0 0.1 0.1814
F -0.458765 3.484678 1.338383 0.1 0.0 0.0 -0.5605
B 0.554077 2.659232 0.930119 -0.3 -0.3 -0.2 0.8530
F 1.749038 3.247250 1.234415 0.0 -0.1 0.0 -0.5601
```
Forces are in eV/Å.

Formula: C25H27BrN6O4W
Source: OMol25
Level of theory: ωB97M-V/def2-TZVPD

Computed properties:
Frontier orbital gap (alpha / beta)   7.39 / 5.46 eV
Spin multiplicity   3
HOMO level (alpha / beta)   -18.69 / -18.67 eV
Charge   +4

The geometry in XYZ format:
```
64
Properties=species:S:1:pos:R:3:forces:R:3:nbo_charge:R:1
W 0.817746 -1.204500 -0.418715 -0.2 0.2 0.3 1.4774
O 0.769594 -1.142813 1.721522 0.0 0.2 0.1 -0.7141
C 0.248384 -2.310671 2.437447 0.1 0.0 0.0 -0.1005
C 0.438522 -3.500516 1.546488 0.0 0.0 0.1 0.1860
C 0.409823 -4.781704 2.065780 0.0 0.0 0.0 -0.1997
C 0.523964 -5.862208 1.204178 0.0 0.0 0.0 -0.0655
C 0.665658 -5.623140 -0.157452 0.0 0.1 0.0 -0.2122
C 0.694511 -4.319205 -0.599386 0.0 0.0 0.0 0.0657
N 0.587240 -3.260421 0.228754 0.0 -0.2 0.1 -0.4948
H 0.598122 -0.333463 2.222415 -0.1 0.0 0.1 0.5291
H -0.811438 -2.140556 2.638152 0.0 0.0 0.0 0.2331
H 0.788647 -2.410714 3.377658 0.0 0.0 0.0 0.2513
H 0.299047 -4.931053 3.131805 0.0 0.0 0.0 0.2693
H 0.504433 -6.873648 1.588784 0.0 0.0 0.0 0.2773
H 0.757347 -6.433537 -0.866949 0.0 0.0 0.0 0.2756
H 0.810828 -4.092951 -1.652544 0.0 0.0 0.0 0.2014
C 3.212609 0.679725 -1.664689 -0.1 0.0 0.0 -0.2428
O 1.943269 0.627793 -0.920912 0.2 0.2 0.0 -0.5576
C 1.517207 1.867667 -0.406056 -0.1 0.0 0.1 0.2106
C 2.372565 2.906806 -0.105246 0.0 0.0 0.0 -0.2352
C 1.832518 4.073699 0.434024 -0.1 -0.1 0.0 -0.0821
Br 2.949985 5.497091 0.874970 0.0 0.0 0.0 0.2410
C 0.462083 4.169133 0.642326 0.1 0.1 0.0 -0.1440
C -0.405671 3.128328 0.299362 0.0 0.0 -0.1 -0.1605
C 0.150056 1.956909 -0.208123 0.1 -0.1 0.1 0.2776
O -0.526313 0.765593 -0.519766 -0.1 0.1 0.0 -0.7113
C -1.836273 3.414596 0.515200 0.0 0.0 0.1 0.4586
N -2.258940 3.975460 1.654777 0.0 -0.1 0.0 -0.3920
C -3.555427 4.249360 1.462169 0.1 0.0 0.0 0.1953
C -4.468932 4.895446 2.358198 -0.1 0.0 0.0 -0.0730
C -5.729874 5.141592 1.893906 0.0 0.0 0.0 -0.2261
C -6.103245 4.752386 0.589231 -0.1 0.0 0.0 0.0374
C -5.222831 4.090756 -0.314959 0.1 0.0 0.0 -0.1857
C -3.970722 3.843899 0.157965 0.0 0.0 -0.1 0.1646
N -2.819413 3.268237 -0.401547 0.0 0.1 -0.1 -0.5413
H 4.040197 0.695743 -0.960180 0.0 0.0 0.0 0.2255
H 3.194760 1.567444 -2.291472 0.0 0.0 0.0 0.2416
H 3.248996 -0.209338 -2.284211 0.0 0.0 0.0 0.2064
H 3.439688 2.839204 -0.261585 0.0 0.0 0.0 0.2707
H 0.047740 5.073446 1.067228 0.0 0.0 0.0 0.2771
H -1.365903 0.691355 -0.043255 0.0 0.0 0.0 0.5274
H -4.138058 5.174880 3.349696 0.0 0.0 0.0 0.2739
H -6.462013 5.641186 2.513022 0.0 0.0 0.0 0.2797
H -7.110720 4.962981 0.251510 0.0 0.0 0.0 0.2635
H -5.564136 3.836733 -1.309211 0.0 0.0 0.0 0.2642
H -2.666939 3.130287 -1.390748 0.0 0.0 0.0 0.4465
N 3.588990 -2.526364 -1.086586 -0.1 0.0 0.0 -0.3156
C 4.794343 -2.829707 -0.594833 0.0 0.0 0.0 0.0637
C 4.852869 -2.331106 0.695162 0.0 0.1 0.0 -0.2819
C 3.620885 -1.737395 0.906841 -0.1 0.0 0.0 0.0097
N 2.826876 -1.858371 -0.178576 0.3 -0.1 -0.1 -0.3941
H 3.216194 -2.781051 -1.987651 0.0 0.0 0.0 0.4321
H 5.515389 -3.375743 -1.183483 0.0 0.0 0.0 0.2814
H 5.680611 -2.392031 1.380782 0.0 0.0 0.0 0.2919
H 3.264367 -1.228808 1.786770 0.0 0.0 0.0 0.2418
C -0.096864 -1.417214 -2.862750 0.2 0.0 -0.1 -0.6573
C -1.279167 -1.848118 -2.029748 0.0 0.0 0.0 0.7022
N -2.334859 -2.366470 -2.592876 0.0 0.0 0.0 -0.6869
O -1.205830 -1.669843 -0.773991 0.0 -0.1 -0.1 -0.6530
H -0.255307 -0.418341 -3.272087 0.0 0.0 0.0 0.2947
H 0.101148 -2.111572 -3.681718 -0.1 0.1 -0.1 0.3011
H 0.928024 -1.446582 -2.349528 -0.2 -0.2 -0.2 0.1739
H -2.393503 -2.505162 -3.593921 0.0 0.0 0.0 0.4512
H -3.132853 -2.643418 -2.031365 0.0 0.0 0.0 0.4558
```
Forces are in eV/Å.

One value per record, in order, for electronic energy: -70764.1514; -94567.3018; -115321.9561 eV.